(1)
16
Properties=species:S:1:pos:R:3:forces:R:3 method="wB97M-V/def2-TZVPD" total_energy_ev=-4340.883 smiles=CC.CC de_lowest_kcal_mol=37.9 homo_lumo_gap_ev=12.305
C -0.6944 0.9721 -1.1880 -1.9 0.6 -5.8
C -2.2118 1.3055 -1.2324 -1.1 0.6 -2.2
H -0.5065 0.9157 -0.2696 1.5 -2.3 7.9
H -0.5630 0.0444 -1.7904 0.6 0.9 0.7
H 0.1024 1.7483 -1.2864 -1.0 0.0 -1.6
H -2.3725 2.1259 -1.9554 -0.1 -0.4 0.0
H -2.7657 1.6938 -0.3737 0.8 -0.3 0.6
H -2.8760 0.4570 -1.6211 1.3 0.9 0.5
C 1.8942 -0.5569 0.9960 0.4 -0.2 1.9
C 1.0512 -1.7517 1.3616 0.0 0.9 0.6
H 2.9147 -0.7596 1.3138 0.3 0.0 -0.3
H 1.8943 -0.2796 0.0036 -0.1 0.5 -2.3
H 1.6304 0.3107 1.5818 -0.3 0.3 0.2
H 0.0293 -1.5750 1.6068 -0.8 0.8 0.5
H 1.5396 -2.1559 2.2066 0.1 -0.9 1.1
H 0.9337 -2.4946 0.6468 0.5 -1.4 -1.7

(2)
18
Properties=species:S:1:pos:R:3:forces:R:3 method="wB97M-V/def2-TZVPD" total_energy_ev=-22996.657 total_charge=-1 de_lowest_kcal_mol=0.0 homo_lumo_gap_ev=4.063
O 1.2460 1.2584 -1.6761 -0.1 0.1 0.2
C 2.3789 0.7318 -1.5348 -0.7 1.2 -1.4
O 3.2606 0.7661 -2.4316 0.5 0.1 -0.3
O 2.7189 0.1427 -0.3814 0.2 -0.6 0.9
Na 2.0189 2.4321 -3.9802 0.1 -1.1 1.4
O 2.6828 -2.0215 1.5409 0.1 -0.3 -0.1
C 2.3241 -0.6885 1.8376 0.0 0.4 0.2
C 1.6983 -0.0416 0.6273 0.1 0.2 -0.6
H 3.3180 -2.3342 2.1905 -0.1 0.1 0.0
H 3.2016 -0.1009 2.1566 -0.2 -0.1 -0.2
H 1.5861 -0.6495 2.6563 0.1 0.0 -0.2
H 0.9048 -0.6783 0.2110 0.1 0.3 0.2
H 1.2948 0.9399 0.9118 -0.1 -0.3 -0.1
O -4.4699 -0.1084 0.5443 -0.6 0.1 0.2
C -5.3872 0.2398 -0.2212 2.0 0.2 -0.2
O -5.4567 1.2435 -0.9572 -0.6 0.3 -0.2
O -6.4032 -0.6912 -0.3590 -1.0 -0.9 0.0
H -6.9167 -0.4402 -1.1347 0.1 0.4 0.1

(3)
28
Properties=species:S:1:pos:R:3:forces:R:3 method="wB97M-V/def2-TZVPD" total_energy_ev=-19811.786 total_charge=+1 de_lowest_kcal_mol=0.0 homo_lumo_gap_ev=9.436
C -2.3920 1.4252 -0.5134 1.6 1.0 -1.3
C -1.9570 0.6710 -1.7846 -3.3 -1.5 1.1
C -1.7642 -0.3372 1.0386 -1.8 1.1 0.6
C -1.0627 -0.9122 -0.1513 2.4 -1.1 1.4
C 1.5452 0.1867 1.7848 -1.2 1.3 -0.2
C 1.7656 1.1088 -1.0175 -1.1 0.3 0.4
C 2.1998 -1.6844 -0.3800 1.1 2.0 3.3
N -2.8315 0.5890 0.5352 0.6 -2.0 0.3
N -1.4451 -0.6703 -1.3850 -1.2 1.5 -2.0
P 1.0916 -0.2386 0.0992 1.4 -0.4 -1.9
H -1.5550 2.0796 -0.3092 1.0 0.1 1.0
H -3.0700 2.1947 -0.8252 -1.2 -0.1 0.0
H -2.8976 0.6129 -2.4067 1.1 -0.7 0.4
H -1.2855 1.2593 -2.3206 1.5 0.7 -0.9
H -2.2204 -1.1272 1.6802 0.0 0.2 -0.9
H -1.1321 0.1711 1.7818 0.3 0.1 -0.6
H -0.7219 -1.9440 -0.0039 -0.3 0.2 -0.1
H 0.6898 -0.2963 2.2900 1.0 0.3 0.8
H 1.3558 1.2725 1.7385 -0.6 -0.1 0.3
H 2.5151 0.2349 2.2839 0.1 -1.2 -0.4
H 1.3687 1.0462 -2.0114 -0.5 -0.6 -0.6
H 2.8217 1.0068 -1.1680 0.7 0.0 0.4
H 1.4868 2.1478 -0.7511 0.3 -0.7 0.5
H 1.9535 -2.5520 0.2272 -0.2 -0.1 0.1
H 3.1343 -1.2115 0.1826 -1.2 -1.5 -1.8
H 2.3345 -2.0218 -1.3793 0.2 0.4 -0.9
H -3.1676 1.0999 1.3083 -0.7 0.7 0.8
H -1.2216 -1.3231 -2.1217 0.0 0.0 0.2

(4)
8
Properties=species:S:1:pos:R:3:forces:R:3 method="wB97M-V/def2-TZVPD" total_energy_ev=-14142.094 de_lowest_kcal_mol=52.4 homo_lumo_gap_ev="7.640 / 6.540"
C 0.1158 0.6017 -0.3705 1.1 1.8 -2.1
C -0.2548 -0.4942 0.3750 -0.2 -1.2 -0.5
F -0.5466 -0.8594 -2.9416 -0.4 1.2 0.8
P -1.1835 0.4625 -2.1442 1.4 -1.4 0.8
H -0.1614 1.5872 -0.0749 -0.7 0.8 0.2
H 1.1913 0.6563 -0.7000 -1.2 -0.3 0.2
H 0.5100 -1.2399 0.2017 -0.7 -1.0 0.7
H -1.2358 -0.6634 0.8308 0.7 0.1 0.0

(5)
95
Properties=species:S:1:pos:R:3:forces:R:3 method="wB97M-V/def2-TZVPD" total_energy_ev=-61755.343 total_charge=+1 de_lowest_kcal_mol=0.0 homo_lumo_gap_ev=6.953
Ba -0.0715 0.3725 0.2145 -0.7 -0.4 -0.4
C 2.0756 3.0569 1.3691 0.2 0.0 0.0
N 1.2132 2.1114 2.0883 -0.5 0.9 -0.4
C 0.1364 2.7679 2.8182 -0.6 -0.9 0.1
C -0.9108 3.3934 1.9455 0.1 -0.6 -0.4
N -1.3347 3.0203 0.7548 0.7 -0.3 0.2
C -2.3858 3.8768 0.4361 0.5 0.1 0.9
C -3.1148 4.0243 -0.7331 -0.3 0.7 0.1
C -4.0358 5.0739 -0.7507 -0.4 -0.2 0.1
C -4.2961 5.9006 0.3654 0.7 0.0 0.4
C -3.5397 5.7658 1.5268 -0.1 -0.5 -0.7
C -2.5854 4.7427 1.5250 -0.6 0.9 -0.4
N -1.6013 4.4413 2.4317 -0.4 0.7 1.3
C 2.7543 2.3486 0.2268 -0.1 0.7 0.7
N 2.0997 1.7176 -0.6993 0.6 -0.1 -0.7
C 3.0844 1.0727 -1.4590 -0.5 -0.1 0.1
C 2.9506 0.1444 -2.4988 0.5 -0.1 0.3
C 4.0971 -0.5016 -2.9091 0.7 0.7 0.3
C 5.3812 -0.1884 -2.3725 0.1 -0.8 -1.1
C 5.5129 0.7504 -1.4015 0.1 1.0 1.1
C 4.3357 1.3564 -0.9345 0.6 0.1 0.2
N 4.1061 2.2359 0.1266 -0.3 -0.8 -0.8
H 1.4644 3.9011 1.0034 0.1 -0.5 0.0
H 2.8386 3.4950 2.0068 0.2 0.2 0.3
H 1.6967 1.5008 2.7297 0.4 -0.1 -0.1
H -0.3460 1.9442 3.3906 0.1 0.7 -0.2
H 0.4489 3.5387 3.5197 0.4 0.1 0.2
H -2.8937 3.3768 -1.5747 -0.3 0.2 -0.1
H -4.6392 5.2750 -1.6218 0.1 -0.2 -0.3
H -5.0269 6.7178 0.3447 0.2 -0.5 -0.3
H -3.6975 6.4359 2.3537 0.1 0.0 0.3
H -1.5346 4.8507 3.3755 0.1 -0.5 -1.0
H 1.9999 -0.1019 -2.9351 -0.3 0.0 -0.1
H 4.0489 -1.1934 -3.7118 -0.1 -0.6 -0.5
H 6.3000 -0.6616 -2.7815 -0.9 0.2 0.3
H 6.4782 1.0300 -0.9649 -0.3 -0.2 -0.3
H 4.7902 2.5379 0.7884 0.1 0.2 0.3
C -4.9339 -0.3674 -1.0145 0.0 0.3 0.4
C -5.4838 -1.0294 0.0760 0.9 0.1 0.2
C -4.7665 -1.0722 1.2627 -0.2 0.1 0.0
C -3.5199 -0.4520 1.3786 0.4 -0.3 0.2
N -2.9794 0.1500 0.3147 -0.2 0.3 -0.3
C -3.7143 0.2345 -0.8018 0.7 0.5 -0.5
C -2.7197 -0.4664 2.6449 0.4 0.1 0.9
C -3.3855 -0.6038 3.8920 0.1 0.3 -0.5
C -2.6587 -0.5519 5.0649 0.1 -0.5 0.5
C -1.2637 -0.5016 5.0578 -0.9 0.4 -0.1
C -0.6243 -0.3412 3.8367 0.0 0.0 0.0
C -1.3025 -0.2687 2.6009 -0.5 -0.4 0.0
H -5.4284 -0.2763 -1.9694 -0.1 0.0 0.0
H -6.4205 -1.5165 -0.0292 -0.7 -0.4 0.1
H -5.1242 -1.5943 2.1284 -0.4 -0.2 0.1
H -3.2640 0.8616 -1.5815 -0.1 -0.4 0.1
H -4.4675 -0.6805 4.0129 0.2 0.0 -0.4
H -3.1761 -0.6122 6.0233 0.1 0.0 -0.3
H -0.7755 -0.5062 6.0240 0.4 0.0 -0.1
H 0.4661 -0.2107 3.8793 -0.1 -0.2 -0.2
N -1.1680 -1.7925 -1.7246 -0.4 -0.8 0.5
C -1.0927 -1.6022 -3.1277 0.2 0.3 -0.5
C -1.1165 -2.6455 -4.0014 0.4 -0.6 -0.5
C -0.9602 -2.4735 -5.4032 0.0 0.4 0.3
C -0.8314 -1.2191 -5.9120 -0.2 -0.2 -1.0
C -0.8036 -0.0975 -5.0599 0.2 0.3 0.0
C -0.6222 1.2233 -5.5363 0.2 -0.7 -1.2
C -0.5877 2.2575 -4.6628 0.5 0.9 -0.5
C -0.6189 1.9561 -3.3053 -0.3 -0.1 0.8
N -0.7691 0.7499 -2.7985 0.0 0.5 0.1
C -0.8918 -0.2753 -3.6726 -0.3 -0.9 0.9
H -1.3358 -2.7860 -1.4776 0.4 0.8 -0.5
H -1.9924 -1.3336 -1.3468 0.0 0.4 0.0
H -1.1669 -3.6612 -3.6347 -0.2 -0.1 0.2
H -0.9548 -3.3187 -6.0797 -0.1 -0.1 0.2
H -0.7984 -1.0724 -7.0001 0.1 0.0 0.5
H -0.4375 1.3344 -6.6223 -0.4 0.2 0.7
H -0.4279 3.2990 -4.9852 -0.2 -0.7 0.2
H -0.5233 2.7661 -2.6018 0.1 0.2 0.3
C 2.0978 -5.6354 0.6752 0.1 0.5 -0.2
C 3.1898 -5.4594 1.7206 0.3 0.0 -0.4
C 2.6257 -5.1165 3.0671 -0.5 -0.1 0.9
C 4.2542 -4.4152 1.3475 -0.8 -0.2 -0.3
N 3.6862 -3.0796 1.1677 -0.3 -0.5 -0.1
C 2.8237 -2.5859 0.2595 0.3 -0.2 -0.3
N 2.4410 -1.3987 0.6526 0.2 0.0 0.4
N 3.0865 -1.1964 1.8445 -1.0 1.2 -0.2
N 3.7922 -2.1868 2.1621 0.5 -0.4 -0.2
H 1.4410 -6.4550 0.9423 -0.1 -0.2 0.0
H 2.5186 -5.8220 -0.3117 0.0 -0.2 -0.1
H 1.4810 -4.7346 0.5902 -0.1 -0.1 0.1
H 3.7239 -6.4119 1.7809 0.1 0.1 0.1
H 1.9929 -4.2295 3.0217 -0.2 0.0 -0.1
H 3.4003 -4.8586 3.7908 0.1 -0.2 0.0
H 2.0363 -5.9539 3.4747 0.1 0.4 -0.1
H 4.8059 -4.6985 0.4669 0.2 0.0 -0.4
H 4.9190 -4.3241 2.1771 0.6 0.1 0.4
H 2.5262 -3.0717 -0.6709 0.2 0.2 0.5

(6)
9
Properties=species:S:1:pos:R:3:forces:R:3 method="wB97M-V/def2-TZVPD" total_energy_ev=-78765.620 de_lowest_kcal_mol=103.5 homo_lumo_gap_ev=9.080
C -0.6844 -0.4158 1.0052 4.1 0.1 0.1
C 0.6384 -0.5512 0.9534 -1.5 1.6 -4.5
C 0.6741 0.3570 -1.1316 1.3 -2.3 3.9
N -0.6012 0.5862 -1.0275 1.2 -0.6 0.4
O 1.5251 0.5039 -1.9379 -0.3 0.1 0.2
O -1.3872 0.2436 0.0644 -0.9 0.9 -1.7
Br 1.9117 -1.2995 1.9945 0.3 -0.2 0.4
H -1.1824 -0.5180 1.8894 -2.0 -0.5 1.9
H -0.8942 1.0938 -1.8098 -2.3 0.9 -0.7

(7)
23
Properties=species:S:1:pos:R:3:forces:R:3 method="wB97M-V/def2-TZVPD" total_energy_ev=-10465.961 smiles=Cc1c[nH]cn1.CCC de_lowest_kcal_mol=9.4 homo_lumo_gap_ev=9.491
C -1.3972 0.3488 1.3482 -1.5 -0.4 0.4
C 0.0745 0.1863 1.3933 0.1 0.6 -0.8
C 1.0478 1.1249 1.1834 -0.9 -0.2 0.5
N 2.2421 0.4804 1.4209 0.1 1.1 0.0
C 1.9383 -0.7968 1.7378 -0.3 -0.6 0.0
N 0.6495 -1.0218 1.6817 0.2 -0.1 0.3
H -1.9077 -0.4896 0.8749 0.4 -0.3 -0.2
H -1.8619 1.2132 0.8698 0.8 0.3 0.0
H -1.8274 0.3378 2.3552 0.3 0.0 0.1
H 0.9143 2.1786 0.9954 0.4 -0.1 -0.1
H 3.0563 1.0240 1.6625 0.3 -0.5 -0.2
H 2.6539 -1.5680 1.9540 0.3 0.1 0.0
C -0.7620 -0.9389 -3.3873 0.7 0.0 -0.3
C -1.0438 -0.4303 -1.9867 0.5 -0.3 0.8
C -1.8821 0.8426 -1.9334 0.0 0.2 -1.2
H -1.6443 -1.3811 -3.8533 0.1 0.0 0.0
H 0.0597 -1.6647 -3.3680 -0.4 -0.2 0.0
H -0.3840 -0.1608 -4.0573 -0.2 0.2 0.1
H -1.4968 -1.2413 -1.4010 -0.3 0.2 -0.3
H -0.1073 -0.3102 -1.4324 0.1 0.3 -0.2
H -2.6882 0.7896 -1.2131 -0.2 0.1 0.0
H -1.3302 1.7716 -1.8129 0.4 -0.1 0.6
H -2.2698 1.0180 -2.9446 -0.6 -0.3 0.2

(8)
27
Properties=species:S:1:pos:R:3:forces:R:3 method="wB97M-V/def2-TZVPD" total_energy_ev=-12319.316 multiplicity=3 de_lowest_kcal_mol=75.7 homo_lumo_gap_ev="6.089 / 6.942"
B 0.7773 -2.1162 0.6637 -1.2 2.6 1.3
C -3.2658 0.3993 -0.2936 -2.2 1.3 -1.8
C -2.7843 1.0896 0.8333 -3.0 0.8 0.5
C -2.6407 -0.7027 -0.8089 -1.9 -0.2 -0.9
C -1.6194 0.7233 1.4429 2.4 0.2 0.8
C -1.4360 -0.9466 -0.2248 0.9 -3.6 -2.2
C -0.8208 -0.2422 0.7670 0.5 1.6 -0.8
C 0.6042 -0.5576 0.4872 -2.7 -2.9 2.6
C 1.6720 0.2472 0.0726 3.9 1.2 -1.3
C 1.7810 -3.0370 -0.0313 -0.3 1.0 -0.4
C 1.4117 2.6285 -1.0710 -0.5 -1.7 -2.0
C 1.9425 1.7411 0.0916 0.4 -0.7 -1.0
H -4.1757 0.7825 -0.9108 1.4 -0.5 1.7
H -3.5927 1.8044 1.2434 2.0 -0.8 -0.3
H -3.1578 -1.3021 -1.6449 1.3 0.9 1.4
H -1.1729 1.1175 2.3979 -0.9 0.1 -1.2
H -0.7902 -1.7954 -0.6470 -1.3 1.2 0.3
H 0.1561 -1.9799 1.7318 0.5 -2.2 -0.2
H 2.5072 -0.5323 -0.1370 -0.7 2.4 0.1
H 1.5064 -3.4274 -0.9885 -0.4 0.3 -1.1
H 1.9928 -3.9192 0.4560 0.8 -1.8 1.7
H 2.6624 -2.4270 -0.1492 0.8 -0.1 -0.2
H 2.0811 3.4031 -1.4324 0.1 0.4 0.8
H 0.4169 2.9929 -0.8766 -0.2 0.5 0.2
H 1.2820 2.0538 -2.0536 0.2 0.2 1.4
H 1.6381 2.1857 1.0301 -0.3 0.0 0.4
H 3.0247 1.8168 0.0524 0.2 0.1 0.1